Here is a gas-phase ion, C3H6N2 (charge +2) from OMol25. Energies are from the ωB97M-V functional and the def2-TZVPD basis.

Properties
orbital gap (alpha / beta) = 6.808 / 6.811 eV
molecular weight = 70.095 u
E_LUMO (alpha / beta) = -14.2 / -14.2 eV
total charge = +2
2S+1 = 1
energy relative to the best compared isomer or geometry (same formula, charge and spin) = 137.1 kcal/mol

Each atom is followed by the atoms it is bonded to, with distances in Å.
Atoms and positions in Å:
1 C -3.0724 -0.3138 -1.3316  C2 1.306, H6 1.033
2 C -1.9766 -0.0531 -0.6704  C1 1.306, N4 1.771
3 C 0.7257 0.0292 -0.0622  N4 1.337, N5 1.447, H7 1.107, H8 1.128
4 N -0.5370 0.2607 0.3117  C2 1.771, C3 1.337
5 N 1.5727 0.1819 1.1005  C3 1.447, H9 1.066, H10 1.151, H11 1.009
6 H -3.7591 -0.7181 -1.9889  C1 1.033
7 H 0.9627 0.8410 -0.7768  C3 1.107
8 H 0.7736 -0.9564 -0.6089  C3 1.128
9 H 1.0928 0.9709 1.6331  N5 1.066
10 H 2.6546 0.4805 0.8471  N5 1.151
11 H 1.5630 -0.7229 1.5465  N5 1.009